Entry 1:
21
Properties=species:S:1:pos:R:3:lowdin_charge:R:1 method="wB97M-V/def2-TZVPD" spin_multiplicity=1 e_tot_ev=-10876.0746 total_charge=+1 homo_ha="-0.4919 / -0.4918" e_above_lowest_kj_mol=505.8
C -0.30 1.71 -0.38 -0.1902
C 3.57 -0.75 0.18 0.0858
C 2.43 -0.21 0.45 -0.3053
C -1.77 -0.07 0.24 -0.3809
C -1.91 -0.74 -1.03 0.0122
C -2.51 -0.53 1.42 0.0183
N -1.09 0.96 0.33 0.1740
N 0.99 1.75 -0.54 0.1754
N 1.46 -0.08 -0.47 0.1328
H -0.85 2.61 -0.71 0.1601
H 4.24 -0.94 0.92 0.0459
H 3.73 -1.20 -0.77 0.0790
H 2.33 0.16 1.46 0.1274
H -2.24 0.03 -1.77 0.1304
H -2.66 -1.44 -0.88 0.0623
H -0.98 -1.29 -1.23 0.1099
H -3.27 -1.22 1.17 0.0746
H -2.97 0.25 1.95 0.0890
H -1.75 -1.11 2.01 0.1345
H 1.65 2.41 -0.94 0.1389
H 1.91 -0.29 -1.39 0.1261


Entry 2:
38
Properties=species:S:1:pos:R:3:lowdin_charge:R:1 method="wB97M-V/def2-TZVPD" spin_multiplicity=1 e_tot_ev=-31219.3227 homo_ha=-0.3085 e_above_lowest_kj_mol=0.5
Rh 0.01 0.84 -0.14 1.3287
C 0.52 1.59 4.05 0.0036
C 0.89 1.41 2.60 -0.3255
O -0.07 1.39 1.81 -0.1045
C 2.28 1.30 2.22 -0.0963
C 3.26 1.29 3.24 -0.0359
C 4.60 1.28 2.95 -0.0877
C 5.01 1.30 1.61 -0.0666
C 4.09 1.30 0.60 -0.0035
C 2.70 1.29 0.86 -0.3102
O 1.92 1.31 -0.18 -0.1893
H -0.56 1.62 4.13 0.0875
H 0.95 2.51 4.45 0.0988
H 0.90 0.76 4.64 0.0954
H 2.95 1.29 4.27 0.1033
H 5.33 1.27 3.75 0.1014
H 6.06 1.30 1.37 0.1087
H 4.40 1.31 -0.44 0.1181
B -2.38 0.17 -2.70 -0.3830
N -0.83 0.07 -2.93 -0.0575
C -0.31 -0.40 -4.06 -0.0852
C 1.05 -0.59 -3.89 -0.0444
C 1.29 -0.20 -2.58 -0.1207
N 0.15 0.21 -2.02 -0.1005
N -2.76 0.97 -1.41 -0.0684
C -3.96 1.49 -1.19 -0.0779
C -4.02 1.96 0.12 -0.0470
C -2.77 1.68 0.64 -0.1295
N -2.01 1.09 -0.30 -0.0918
H -2.82 -0.95 -2.59 0.0690
H -2.85 0.76 -3.64 0.0703
H -0.95 -0.58 -4.91 0.1261
H 1.76 -0.97 -4.61 0.0951
H 2.21 -0.17 -2.01 0.1055
H -4.70 1.49 -1.97 0.1282
H -4.85 2.44 0.61 0.0963
H -2.36 1.88 1.61 0.0964
F 0.67 -0.81 0.46 -0.4068